--- A ---
The following is a quantum chemistry calculation of one molecule with the formula C6H11NO3, from the Open Molecules 2025 dataset.

LUMO level: 0.0218 hartree
net charge: 0
HOMO energy: -0.3744 Ha
structure (SMILES): N[C@]1(C(=O)O)CCC[C@@H]1O

Atoms and positions in Å:
H: 1.379 -0.625 2.156
H: 0.882 -1.203 -1.771
H: -1.892 1.444 -0.025
H: -0.438 -2.077 -0.003
C: 0.258 1.388 -0.244
C: -1.165 1.224 -0.853
H: -1.333 1.853 -1.763
N: 0.669 0.123 1.924
O: 1.723 -1.266 -1.267
O: -1.520 -0.817 1.290
H: -0.949 -0.505 2.029
H: 1.185 0.971 2.088
C: 1.798 -0.762 -0.016
H: -0.919 -0.667 -2.014
O: 2.855 -0.974 0.620
C: -1.375 -0.316 -1.090
C: 0.592 -0.060 0.512
H: 0.316 2.269 0.453
H: 1.035 1.504 -1.049
C: -0.718 -0.980 0.167
H: -2.384 -0.523 -1.142

Calculated atomic charges, method natural (NBO), unit e: H 0.3953; H 0.4989; H 0.2237; H 0.1706; C -0.3935; C -0.4187; H 0.2231; N -0.8391; O -0.6831; O -0.7456; H 0.5021; H 0.3809; C 0.7674; H 0.1741; O -0.5879; C -0.4161; C -0.0263; H 0.2228; H 0.2122; C 0.1097; H 0.2295

--- B ---
The following is a quantum chemistry calculation of a 2-piece molecular cluster, C6H11NO3 overall, from the Open Molecules 2025 dataset.

LUMO level: -0.0302 hartree
net charge: 0
HOMO energy: -0.3418 Ha
structure (SMILES): C=C(O)[N+](=O)[O-].C=C(C)C

Atoms and positions in Å:
H: 1.611 -0.678 2.720
N: -2.206 -0.338 -1.130
H: 0.353 -2.033 -0.819
H: 0.032 1.491 0.854
H: 0.280 0.067 2.725
H: -3.261 1.890 1.224
C: 1.196 -1.506 -0.213
H: 1.971 -1.269 -1.042
C: -2.680 0.326 0.071
H: -2.475 -1.349 0.644
C: 0.720 -0.764 2.152
C: 0.743 -0.447 0.643
O: -2.043 -1.547 -1.060
O: -2.004 0.302 -2.111
C: -2.946 1.674 0.156
C: 0.346 0.724 0.208
H: 0.123 -1.552 2.401
H: -2.956 2.440 -0.562
H: 1.729 -2.439 0.330
H: 0.125 1.079 -0.798
O: -2.638 -0.550 1.080

Calculated atomic charges, method natural (NBO), unit e: H 0.2249; N 0.4972; H 0.2425; H 0.1896; H 0.2116; H 0.2275; C -0.6693; H 0.2344; C 0.3654; H 0.4950; C -0.6429; C -0.0141; O -0.4117; O -0.3286; C -0.4317; C -0.4127; H 0.2129; H 0.2400; H 0.2170; H 0.2007; O -0.6476

--- C ---
The following is a quantum chemistry calculation of a 2-piece molecular cluster, C6H11NO3 overall, from the Open Molecules 2025 dataset.

LUMO level: -0.0215 hartree
net charge: 0
HOMO energy: -0.3458 Ha
structure (SMILES): C=C(O)[N+](=O)[O-].C=C(C)C

Atoms and positions in Å:
H: 1.524 -0.476 1.563
C: -0.781 -1.882 -1.734
C: 0.018 0.567 0.498
H: -1.294 2.347 0.522
H: -1.782 -1.746 -1.338
C: -1.391 1.207 0.668
C: 0.184 -2.816 -1.528
O: 1.884 -1.875 -2.827
N: 1.544 -2.807 -2.185
C: 0.811 0.974 -0.739
H: 0.841 -4.343 -0.667
O: 2.233 -3.822 -2.018
H: -2.094 0.898 -0.037
O: 0.107 -3.805 -0.664
H: -0.086 -0.276 2.443
H: -1.704 1.038 1.752
H: 0.861 1.973 -1.038
H: 1.931 0.594 -0.672
C: 0.472 -0.149 1.536
H: 0.386 0.514 -1.652
H: -0.512 -1.045 -2.448

Calculated atomic charges, method natural (NBO), unit e: H 0.1939; C -0.4506; C 0.0295; H 0.2095; H 0.2417; C -0.6368; C 0.3589; O -0.3193; N 0.5040; C -0.6485; H 0.5048; O -0.4166; H 0.2059; O -0.6492; H 0.1975; H 0.2155; H 0.2220; H 0.2162; C -0.4184; H 0.2137; H 0.2263

It is A that is the most stable of them.

--- A ---
The following is a quantum chemistry calculation of a 2-piece molecular cluster, C5H16N3 overall, from the Open Molecules 2025 dataset.

LUMO level: -0.1110 hartree
net charge: +1
HOMO energy: -0.5254 Ha

Atoms and positions in Å:
C: -0.429 1.872 -1.013
H: -0.466 0.852 -1.318
H: -1.069 1.511 1.123
H: -0.050 -3.276 1.001
N: -0.742 -1.200 -0.500
N: 1.194 -1.819 -1.667
C: 0.337 -1.961 -0.639
C: -0.455 2.132 0.487
H: 1.771 1.607 0.704
H: 1.335 -0.927 -2.101
C: 0.932 2.074 1.235
H: -2.238 -1.779 0.558
H: -1.877 0.021 0.843
N: 0.580 -2.821 0.364
H: -1.012 -0.708 -1.355
H: -0.612 3.169 0.721
H: 1.355 -3.468 0.187
H: 0.957 1.601 2.213
H: 2.047 -2.370 -1.609
H: -1.030 2.478 -1.692
C: -1.492 -0.971 0.715
H: -1.006 -1.209 1.665
H: 1.330 3.063 1.470
H: 0.642 2.129 -1.390

Calculated atomic charges, method natural (NBO), unit e: C -0.6128; H 0.1542; H 0.1903; H 0.4373; N -0.5410; N -0.7632; C 0.6809; C -0.4308; H 0.1956; H 0.4309; C -0.6194; H 0.2212; H 0.2506; N -0.7720; H 0.4270; H 0.2383; H 0.4098; H 0.2131; H 0.4183; H 0.2411; C -0.4396; H 0.2333; H 0.2220; H 0.2149

--- B ---
The following is a quantum chemistry calculation of a 2-piece molecular cluster, C5H16N3 overall, from the Open Molecules 2025 dataset.

LUMO level: -0.1164 hartree
net charge: +1
HOMO energy: -0.5329 Ha

Atoms and positions in Å:
N: 0.203 1.874 -2.210
C: 1.525 -1.422 1.199
H: 1.527 -3.559 1.173
H: 1.451 -0.520 1.814
C: -2.482 -0.383 -0.419
C: 0.032 1.944 -0.828
N: -0.535 0.951 -0.159
H: 0.412 2.796 -2.567
N: 0.402 3.008 -0.094
H: -0.083 3.150 0.782
H: -3.229 -0.326 -1.225
H: -0.499 -1.148 -0.823
H: 2.476 -1.297 0.657
H: 2.248 -2.787 2.603
H: 1.037 1.279 -2.254
H: -2.836 0.353 0.298
H: -0.997 -0.115 -2.027
H: -0.413 0.922 0.841
C: 1.405 -2.764 1.907
H: 0.491 -2.932 2.462
H: -2.634 -1.384 -0.014
H: 0.668 3.892 -0.498
C: -1.035 -0.206 -0.946
H: 0.866 -1.324 0.325

Calculated atomic charges, method natural (NBO), unit e: N -0.7829; C -0.6083; H 0.2155; H 0.1897; C -0.6413; C 0.6826; N -0.5177; H 0.4027; N -0.7552; H 0.4152; H 0.2378; H 0.2278; H 0.2135; H 0.2188; H 0.4138; H 0.2224; H 0.2510; H 0.4365; C -0.6121; H 0.2131; H 0.2337; H 0.4247; C -0.2521; H 0.1706

It is B that is the most stable of them.

--- A ---
The following is a quantum chemistry calculation of an isolated ion of composition C7H9N2O and charge +1, from the Open Molecules 2025 dataset.

LUMO level: -0.1483 hartree
net charge: +1
HOMO energy: -0.5144 Ha
structure (SMILES): Cc1c[nH+]c2n1CCC2=O

Atoms and positions in Å:
C: -0.947 -0.762 -0.244
H: 1.256 0.928 2.992
H: 1.406 1.574 1.322
C: 1.403 0.735 1.968
H: -0.231 -1.579 2.760
O: -2.005 -1.232 -2.598
H: 1.200 1.304 -1.021
H: -1.958 -2.311 0.838
H: 2.365 0.245 1.937
H: -0.347 2.023 -0.933
C: -0.393 -1.116 1.825
H: -0.475 1.090 -3.096
C: 0.190 1.091 -0.981
C: -0.160 0.395 -2.248
N: -0.057 0.177 0.061
H: 0.728 -0.212 -2.705
C: -1.250 -0.541 -2.004
C: 0.391 -0.168 1.357
N: -1.117 -1.640 0.770

Calculated atomic charges, method natural (NBO), unit e: C 0.3155; H 0.2565; H 0.2228; C -0.6405; H 0.2547; O -0.4025; H 0.2375; H 0.4773; H 0.2476; H 0.2398; C -0.0598; H 0.2941; C -0.2229; C -0.5508; N -0.3062; H 0.2977; C 0.6522; C 0.1721; N -0.4852

--- B ---
The following is a quantum chemistry calculation of an isolated ion of composition C7H9N2O and charge +1, from the Open Molecules 2025 dataset.

LUMO level: -0.1419 hartree
net charge: +1
HOMO energy: -0.4944 Ha
structure (SMILES): CCc1c[nH+]c2ccon12

Atoms and positions in Å:
N: 1.040 -0.136 0.106
N: 1.587 1.844 -0.518
C: 3.196 -0.185 -0.125
O: 1.320 -1.342 0.477
H: -1.659 -0.438 1.247
C: -1.883 -0.951 -0.966
C: 2.102 0.640 -0.220
H: 2.088 2.567 -1.026
C: 0.189 1.813 -0.370
H: -0.426 2.563 -0.655
H: -1.718 -0.548 -1.958
H: -2.888 -1.177 -0.844
H: -1.361 -1.899 -0.918
C: -0.120 0.547 -0.043
C: 2.742 -1.425 0.286
H: 4.219 0.202 -0.315
H: 3.253 -2.266 0.591
H: -2.142 0.921 -0.002
C: -1.510 -0.047 0.182

Calculated atomic charges, method natural (NBO), unit e: N 0.0221; N -0.4729; C -0.3152; O -0.2007; H 0.2558; C -0.6120; C 0.3318; H 0.4535; C -0.0378; H 0.2476; H 0.2217; H 0.2336; H 0.2117; C 0.1409; C 0.1788; H 0.2854; H 0.2472; H 0.2319; C -0.4234

--- C ---
The following is a quantum chemistry calculation of an isolated ion of composition C7H9N2O and charge +1, from the Open Molecules 2025 dataset.

LUMO level (spin up / spin down): -0.2517 / -0.2516 hartree
net charge: +1
HOMO energy (spin up / spin down): -0.5202 / -0.5203 Ha

Atoms and positions in Å:
C: -0.488 0.343 1.205
H: -2.837 -1.714 -0.593
H: 2.090 0.525 -1.633
N: -2.019 0.172 -0.163
N: -0.897 -1.829 0.168
C: 0.974 1.543 -0.289
H: 1.521 2.423 -0.618
C: 1.144 0.353 -1.165
H: 0.512 0.121 -1.998
C: 1.253 -0.884 -0.222
H: 0.197 2.412 1.362
H: 2.037 -0.716 0.433
H: 0.490 -1.516 1.586
O: -2.635 0.955 -0.826
C: -1.943 -1.192 -0.195
H: 1.437 -1.784 -0.834
C: 0.048 -0.958 0.768
H: -1.030 0.159 2.233
C: 0.146 1.588 0.780

Calculated atomic charges, method natural (NBO), unit e: C 0.0471; H 0.2385; H 0.2538; N 0.2200; N -0.1577; C 0.0263; H 0.2386; C -0.5074; H 0.2527; C -0.3572; H 0.2470; H 0.2208; H 0.2668; O -0.0946; C 0.1042; H 0.2579; C -0.2147; H 0.2815; C -0.3236

It is A that is the most stable of them.

--- A ---
The following is a quantum chemistry calculation of a 2-piece molecular cluster, C4H14N overall, from the Open Molecules 2025 dataset.

LUMO level: -0.1359 hartree
net charge: +1
HOMO energy: -0.5349 Ha

Atoms and positions in Å:
H: -1.779 -2.879 -0.332
H: 2.313 1.972 -0.670
C: 0.192 1.512 -0.578
C: 1.446 2.132 -0.044
H: -1.443 2.265 0.586
C: 0.092 -1.985 0.457
H: 1.333 3.216 -0.132
H: 1.005 -2.517 0.758
H: 0.277 0.529 -1.044
H: -0.199 2.052 -1.443
H: -0.520 1.174 1.398
H: -0.452 -4.051 -0.088
H: -1.489 0.672 0.061
H: -0.615 -1.627 1.203
H: 0.552 -1.104 0.020
N: -0.913 1.399 0.483
H: -0.330 -2.823 -1.370
C: -0.717 -3.044 -0.378
H: 1.752 1.683 0.899

Calculated atomic charges, method natural (NBO), unit e: H 0.2049; H 0.2703; C -0.2267; C -0.6661; H 0.4454; C -0.6319; H 0.2443; H 0.2400; H 0.2340; H 0.2358; H 0.4503; H 0.2308; H 0.4562; H 0.1871; H 0.1683; N -0.6788; H 0.2093; C -0.6058; H 0.2326

--- B ---
The following is a quantum chemistry calculation of a 2-piece molecular cluster, C4H14N overall, from the Open Molecules 2025 dataset.

LUMO level: -0.1233 hartree
net charge: +1
HOMO energy: -0.6235 Ha

Atoms and positions in Å:
H: -1.321 -0.209 -3.726
H: 1.670 -1.971 0.773
H: -1.821 -0.471 -2.123
C: 0.820 0.001 0.712
H: 0.325 -1.844 -0.304
H: -2.224 1.071 -2.853
H: -1.243 0.127 1.091
C: 0.684 -1.521 0.674
C: 1.312 0.560 2.022
H: 1.442 1.646 1.981
N: -0.587 0.559 0.447
H: -0.534 0.803 -2.443
H: 2.295 0.160 2.264
H: 1.412 0.357 -0.129
H: -0.869 0.339 -0.516
H: 0.032 -1.852 1.480
C: -1.444 0.320 -2.787
H: -0.585 1.569 0.584
H: 0.635 0.357 2.853

Calculated atomic charges, method natural (NBO), unit e: H 0.2587; H 0.2592; H 0.1981; C -0.0282; H 0.2290; H 0.2384; H 0.4352; C -0.6373; C -0.6482; H 0.2306; N -0.6889; H 0.1921; H 0.2625; H 0.2238; H 0.4589; H 0.2223; C -0.8732; H 0.4405; H 0.2265

--- C ---
The following is a quantum chemistry calculation of a 2-piece molecular cluster, C4H14N overall, from the Open Molecules 2025 dataset.

LUMO level: -0.1228 hartree
net charge: +1
HOMO energy: -0.6180 Ha

Atoms and positions in Å:
C: -2.471 -1.744 -0.644
H: -2.278 -2.839 -0.878
C: 0.624 0.643 0.597
H: 2.840 0.754 0.440
H: -0.832 1.534 -0.794
H: -2.008 -1.524 0.345
H: 2.113 1.765 1.739
N: 0.580 -0.684 -0.215
H: 0.911 1.781 -1.244
C: 2.022 0.823 1.184
H: 2.251 0.070 1.921
H: -3.535 -1.466 -0.763
C: 0.183 1.739 -0.444
H: -0.400 -0.907 -0.459
H: 0.078 2.716 0.069
H: 0.986 -1.430 0.361
H: 1.131 -0.561 -1.090
H: -0.144 0.510 1.381
H: -2.051 -1.181 -1.505

Calculated atomic charges, method natural (NBO), unit e: C -0.8904; H 0.2454; C -0.0226; H 0.2294; H 0.2286; H 0.1947; H 0.2656; N -0.7094; H 0.2217; C -0.6566; H 0.2314; H 0.2660; C -0.6387; H 0.4637; H 0.2600; H 0.4412; H 0.4399; H 0.2268; H 0.2035

It is B that is the most stable of them.